Record 1
Entry from the Open Molecules 2025 dataset: a cluster of 2 separate species, C23H17Br2FN3O4S in total at a distorted geometry (ωB97M-V/def2-TZVPD).

```
! RIJCOSX wB97M-V def2-TZVPD def2/J DEFGRID3
* xyz 1 1
C 6.135 -0.978 -0.128
C 5.090 -0.803 0.942
Br 5.786 -0.492 2.697
C 3.778 -0.851 0.719
Br 2.558 -0.611 2.197
O 3.310 -1.110 -0.563
C 3.073 0.019 -1.309
O 3.225 0.066 -2.491
C 2.551 1.246 -0.568
C 3.445 2.194 -0.108
C 2.926 3.261 0.586
N 3.833 4.209 1.101
C 3.413 5.369 1.158
S 2.685 6.682 1.529
N 1.612 3.353 0.790
C 0.721 2.447 0.338
C -0.743 2.684 0.677
C -0.847 2.923 2.196
F -0.105 1.953 2.851
C 1.159 1.343 -0.369
C 0.173 0.345 -0.889
C -0.767 0.757 -1.841
C -1.690 -0.169 -2.283
N -1.775 -1.432 -1.886
C -0.853 -1.794 -1.005
C 0.136 -0.981 -0.473
H 6.883 -0.189 0.011
H 6.671 -1.923 0.019
H 5.735 -0.964 -1.144
H 4.512 2.104 -0.271
H 1.231 4.127 1.330
H -1.118 3.543 0.107
H -1.339 1.801 0.450
H -1.878 2.857 2.554
H -0.457 3.910 2.485
H -0.720 1.790 -2.173
H -2.421 0.166 -3.020
H -0.893 -2.825 -0.646
H 0.843 -1.372 0.244
C -5.789 -4.653 0.552
C -6.794 -4.117 -0.136
C -6.574 -2.976 -1.059
O -7.488 -2.486 -1.685
C -5.189 -2.458 -1.187
C -4.186 -2.993 -0.499
C -4.406 -4.132 0.423
O -3.486 -4.619 1.047
H -5.929 -5.485 1.231
H -7.810 -4.483 -0.056
H -5.047 -1.627 -1.866
H -3.178 -2.630 -0.580
*
```

Summary:
- LUMO (eV) = -4.677
- E_tot (hartree) = -6997.64373

Atomic partial charges in e from the natural (NBO) method, atoms 1 to 8:
1. C -0.67
2. C -0.10
3. Br 0.12
4. C 0.12
5. Br 0.08
6. O -0.49
7. C 0.78
8. O -0.46

Record 2
Entry from the Open Molecules 2025 dataset: a cluster of 2 separate species, C4H12 in total at a distorted geometry (ωB97M-V/def2-TZVPD).

```
! RIJCOSX wB97M-V def2-TZVPD def2/J DEFGRID3
* xyz 0 1
C 0.727 -1.374 2.239
C 1.315 -1.678 0.849
H 0.600 -2.170 2.944
H 1.219 -0.534 2.796
H -0.253 -1.032 2.064
H 0.580 -1.927 0.154
H 2.097 -2.527 0.830
H 1.921 -1.007 0.267
C -0.571 1.323 -1.019
C -1.520 1.733 -2.050
H 0.185 0.644 -1.296
H 0.136 2.213 -0.557
H -1.132 0.772 -0.191
H -1.848 0.817 -2.781
H -1.014 2.541 -2.621
H -2.444 2.206 -1.627
*
```

Summary:
- LUMO (eV) = 1.124
- energy above the lowest of the compared OMol25 structures with the same formula, charge and spin (kcal/mol) = 29.8
- E_tot (hartree) = -159.53743
- SMILES = CC.CC

Atomic partial charges in e from the natural (NBO) method, atoms 1 to 8:
1. C -0.62
2. C -0.62
3. H 0.21
4. H 0.21
5. H 0.20
6. H 0.20
7. H 0.20
8. H 0.22

Record 3
Entry from the Open Molecules 2025 dataset: a cluster of 5 separate species, C33H35F3NO11PSi in total at a distorted geometry (ωB97M-V/def2-TZVPD).

```
! RIJCOSX wB97M-V def2-TZVPD def2/J DEFGRID3
* xyz 0 1
C -1.953 -3.553 3.784
C -1.422 -2.789 2.487
O -0.213 -2.848 2.131
O -2.383 -2.050 1.735
C -3.031 -3.005 0.809
C -4.538 -2.553 0.557
C -4.685 -1.068 -0.070
C -3.591 -0.853 -1.222
Si -3.835 0.734 -2.272
C -3.603 2.366 -1.286
C -3.186 3.638 -2.179
C -1.795 4.197 -1.567
F -1.428 5.343 -2.318
F -0.810 3.196 -1.764
F -1.900 4.479 -0.171
P -2.169 0.709 -3.778
N -1.831 -1.026 -3.973
O -2.688 1.434 -5.254
H -3.085 -3.366 3.888
H -1.439 -3.125 4.715
H -1.717 -4.667 3.621
H -2.973 -4.071 1.253
H -2.373 -3.026 -0.126
H -5.047 -3.362 -0.073
H -5.067 -2.589 1.583
H -5.766 -0.985 -0.435
H -4.511 -0.262 0.729
H -2.505 -0.862 -0.853
H -3.674 -1.754 -1.944
H -5.159 0.746 -2.947
H -4.609 2.630 -0.788
H -2.804 2.157 -0.479
H -3.982 4.471 -2.157
H -2.989 3.413 -3.279
H -0.817 -1.190 -4.097
H -2.368 -1.430 -4.756
H -2.509 0.749 -5.946
O 4.781 -0.142 4.564
C 3.623 0.136 4.307
C 2.801 -0.729 3.435
C 1.534 -0.422 3.153
C 0.898 0.795 3.702
O -0.258 1.073 3.446
C 1.720 1.659 4.574
C 2.986 1.352 4.856
H 3.281 -1.616 3.042
H 0.917 -1.044 2.515
H 1.240 2.547 4.967
H 3.603 1.974 5.493
O 7.910 2.992 -0.123
C 6.831 3.091 0.433
C 6.371 2.073 1.402
C 5.189 2.181 2.009
C 4.288 3.323 1.740
O 3.210 3.422 2.295
C 4.748 4.340 0.771
C 5.931 4.232 0.164
H 7.042 1.244 1.587
H 4.837 1.443 2.720
H 4.077 5.169 0.585
H 6.284 4.968 -0.547
O -5.409 -5.036 1.395
C -6.612 -5.148 1.547
C -7.252 -4.854 2.846
C -8.570 -4.980 3.012
C -9.446 -5.416 1.904
O -10.647 -5.528 2.055
C -8.805 -5.710 0.604
C -7.488 -5.585 0.439
H -6.597 -4.535 3.647
H -9.055 -4.769 3.957
H -9.460 -6.029 -0.197
H -7.002 -5.795 -0.506
O 11.873 2.716 -4.933
C 10.671 2.598 -4.785
C 10.024 2.896 -3.490
C 8.706 2.764 -3.328
C 7.837 2.317 -4.437
O 6.635 2.199 -4.289
C 8.484 2.019 -5.733
C 9.801 2.150 -5.894
H 10.674 3.223 -2.688
H 8.216 2.978 -2.386
H 7.834 1.691 -6.534
H 10.292 1.937 -6.836
*
```

Summary:
- LUMO (eV) = -1.935
- E_tot (hartree) = -3091.13518
- SMILES = CC(=O)OCCCC[Si@@H](CCC(F)(F)F)P(N)O.O=C1C=CC(=O)C=C1.O=C1C=CC(=O)C=C1.O=C1C=CC(=O)C=C1.O=C1C=CC(=O)C=C1

Atomic partial charges in e from the Löwdin method, atoms 1 to 8:
1. C 0.00
2. C -0.41
3. O 0.04
4. O -0.09
5. C -0.18
6. C -0.18
7. C -0.24
8. C -0.36

Record 4
Entry from the Open Molecules 2025 dataset: a structure of composition C28H25IrN3O2S3 at a distorted geometry (ωB97M-V/def2-TZVPD).

```
! RIJCOSX wB97M-V def2-TZVPD def2/J DEFGRID3
* xyz 0 6
Ir 0.127 -0.266 0.146
S -3.094 3.414 -0.538
C -1.888 2.089 -0.677
S -0.840 1.896 0.800
S -1.039 3.050 -1.926
C 3.608 1.091 2.763
C 3.662 0.038 3.670
C 2.627 -0.876 3.694
C 1.570 -0.750 2.794
N 1.603 0.201 1.840
C 2.567 1.118 1.858
C 0.357 -1.562 2.803
C 0.000 -2.395 3.865
C -1.192 -3.093 3.835
C -2.040 -2.969 2.741
C -1.696 -2.135 1.687
C -0.507 -1.416 1.706
H 4.361 1.867 2.759
H 4.492 -0.056 4.358
H 2.635 -1.697 4.396
H 2.482 1.917 1.130
H 0.652 -2.490 4.724
H -1.462 -3.738 4.661
H -2.967 -3.527 2.705
H -2.349 -2.061 0.828
C -0.802 -3.018 -3.140
C 0.066 -2.655 -1.958
O -0.512 -2.079 -0.955
C 1.448 -3.026 -1.946
C 2.210 -2.878 -0.764
C 3.556 -3.180 -0.740
C 4.192 -3.661 -1.879
C 3.457 -3.821 -3.052
C 2.113 -3.512 -3.093
H -1.814 -2.666 -2.950
H -0.819 -4.103 -3.265
H -0.444 -2.588 -4.082
H 1.717 -2.530 0.139
H 4.120 -3.040 0.175
H 5.243 -3.914 -1.855
H 3.949 -4.184 -3.946
H 1.573 -3.629 -4.024
C -3.509 0.350 -0.537
O -2.335 0.861 -1.163
H -3.325 0.134 0.518
H -3.753 -0.564 -1.071
H -4.329 1.064 -0.626
N 1.070 0.093 -3.981
C 0.314 0.100 -2.864
N 1.027 0.273 -1.776
C 2.344 0.396 -2.201
C 3.517 0.606 -1.483
C 4.697 0.688 -2.192
C 4.725 0.574 -3.587
C 3.570 0.369 -4.314
C 2.384 0.286 -3.599
H 0.721 0.006 -4.918
H -0.760 0.003 -2.881
H 3.499 0.690 -0.407
H 5.625 0.852 -1.661
H 5.672 0.650 -4.103
H 3.588 0.286 -5.393
*
```

Summary:
- <S²> = 8.79
- LUMO (spin up / spin down) (eV) = 0.017 / -2.441
- energy above the lowest of the compared OMol25 structures with the same formula, charge and spin (kcal/mol) = 18.3
- E_tot (hartree) = -2695.49547

Atomic partial charges in e from the natural (NBO) method, atoms 1 to 8:
1. Ir 1.12
2. S 0.02
3. C -0.26
4. S -0.15
5. S 0.22
6. C -0.27
7. C -0.14
8. C -0.24

Record 5
Entry from the Open Molecules 2025 dataset: the molecule C23H25FN4O3S at a distorted geometry (ωB97M-V/def2-TZVPD).

```
! RIJCOSX wB97M-V def2-TZVPD def2/J DEFGRID3
* xyz 0 1
C -0.781 -0.402 -4.391
O -1.631 -0.435 -3.267
C -1.346 -1.299 -2.257
C -2.228 -1.286 -1.175
C -1.965 -2.070 -0.076
C -0.822 -2.864 -0.010
C -0.522 -3.530 1.278
O -1.363 -4.070 1.955
C 0.893 -3.325 1.792
S 0.972 -1.585 2.354
C 1.251 -0.790 0.831
N 2.023 -1.202 -0.135
N 1.931 -0.313 -1.137
C 1.103 0.628 -0.783
C 0.755 1.824 -1.595
N 0.659 2.991 -0.736
C 0.141 4.171 -1.406
C 1.339 4.847 -2.102
C 2.552 4.382 -1.280
C 1.951 3.427 -0.226
N 0.627 0.381 0.478
C -0.259 1.142 1.258
C 0.096 1.478 2.558
C -0.771 2.220 3.338
C -1.981 2.616 2.798
F -2.824 3.348 3.550
C -2.352 2.282 1.507
C -1.484 1.536 0.734
C 0.021 -2.941 -1.133
O 1.043 -3.823 -1.072
C 2.035 -3.794 -2.076
C -0.252 -2.155 -2.248
H -1.182 0.376 -5.039
H -0.791 -1.356 -4.927
H 0.246 -0.152 -4.109
H -3.100 -0.653 -1.218
H -2.622 -2.050 0.781
H 1.072 -3.933 2.677
H 1.662 -3.463 1.040
H -0.220 1.666 -2.069
H 1.511 1.912 -2.390
H -0.263 4.829 -0.631
H -0.663 3.911 -2.093
H 1.416 4.512 -3.136
H 1.233 5.930 -2.106
H 3.272 3.856 -1.907
H 3.066 5.214 -0.803
H 1.768 3.962 0.710
H 2.595 2.573 -0.017
H 1.049 1.163 2.954
H -0.517 2.494 4.349
H -3.308 2.602 1.124
H -1.757 1.251 -0.268
H 2.789 -4.511 -1.757
H 2.482 -2.799 -2.146
H 1.634 -4.103 -3.046
H 0.412 -2.193 -3.093
*
```

Summary:
- LUMO (eV) = 0.579
- energy above the lowest of the compared OMol25 structures with the same formula, charge and spin (kcal/mol) = 83.4
- E_tot (hartree) = -1834.20913
- SMILES = COc1ccc(C(=O)CSc2nnc(CN3CCCC3)n2-c2ccc(F)cc2)c(OC)c1

Atomic partial charges in e from the natural (NBO) method, atoms 1 to 8:
1. C -0.26
2. O -0.51
3. C 0.42
4. C -0.34
5. C -0.12
6. C -0.29
7. C 0.58
8. O -0.53

Record 6
Entry from the Open Molecules 2025 dataset: a structure of composition C32H39N5O4S5Sr at a distorted geometry (ωB97M-V/def2-TZVPD).

```
! RIJCOSX wB97M-V def2-TZVPD def2/J DEFGRID3
* xyz -2 1
Sr -0.489 -0.584 -0.312
C 1.771 -2.154 -2.895
O 1.588 -1.071 -2.019
C 2.754 -0.774 -1.271
C 2.404 0.283 -0.235
O 1.394 -0.164 0.643
C 1.778 -0.723 1.878
C 2.446 -2.088 1.745
O 1.764 -2.898 0.802
C 1.070 -3.998 1.366
H 2.560 -1.943 -3.631
H 0.829 -2.315 -3.417
H 2.047 -3.064 -2.348
H 3.551 -0.392 -1.926
H 3.118 -1.688 -0.790
H 2.005 1.166 -0.739
H 3.302 0.587 0.307
H 0.848 -0.829 2.431
H 2.435 -0.044 2.433
H 2.467 -2.563 2.730
H 3.485 -1.982 1.407
H 0.387 -3.688 2.160
H 1.777 -4.738 1.764
H 0.483 -4.443 0.564
S 4.080 5.934 5.437
C 3.198 5.176 4.239
S 3.588 5.220 2.568
C 2.279 4.208 1.918
C 1.413 3.725 2.870
S 0.051 2.689 2.723
S 1.780 4.256 4.526
S 2.270 3.977 0.219
C -4.228 0.340 2.670
C -3.424 1.332 1.824
C -4.166 1.759 0.584
C -4.967 2.894 0.603
C -5.634 3.332 -0.532
C -5.509 2.607 -1.706
C -4.752 1.441 -1.753
C -4.665 0.674 -3.053
C -5.838 -0.296 -3.234
C -4.075 1.007 -0.597
N -3.240 -0.108 -0.666
C -3.706 -1.302 -0.660
C -2.940 -2.462 -0.967
C -3.392 -3.791 -1.004
C -2.304 -4.564 -1.403
C -1.249 -3.663 -1.592
N -1.620 -2.400 -1.339
H -3.655 0.066 3.557
H -4.420 -0.568 2.096
H -5.182 0.773 2.983
H -2.489 0.849 1.541
H -3.183 2.215 2.419
H -5.053 3.453 1.529
H -6.226 4.239 -0.508
H -6.017 2.941 -2.606
H -3.733 0.108 -3.083
H -4.668 1.384 -3.885
H -5.777 -1.106 -2.508
H -5.824 -0.736 -4.234
H -6.791 0.218 -3.094
H -4.767 -1.483 -0.438
H -4.384 -4.139 -0.755
H -2.286 -5.633 -1.559
H -0.237 -3.896 -1.898
C -0.177 2.554 -5.798
C -1.271 2.468 -4.949
C -1.153 1.726 -3.784
N -0.040 1.086 -3.437
C 1.011 1.199 -4.240
C 0.995 1.907 -5.432
H -0.236 3.116 -6.722
H -2.198 2.977 -5.179
H -1.979 1.639 -3.087
H 1.912 0.696 -3.902
H 1.879 1.966 -6.052
O -1.449 -2.816 3.569
C -1.417 -2.121 2.585
N -1.368 -1.452 1.606
C -1.325 4.204 -0.109
C -1.024 2.804 -0.303
N -0.872 1.695 -0.559
H -2.345 4.409 -0.446
H -0.597 4.791 -0.669
H -1.214 4.421 0.953
*
```

Summary:
- LUMO (eV) = 3.689
- energy above the lowest of the compared OMol25 structures with the same formula, charge and spin (kcal/mol) = 45.6
- E_tot (hartree) = -3839.29634

Atomic partial charges in e from the Löwdin method, atoms 1 to 8:
1. Sr 1.43
2. C -0.11
3. O -0.27
4. C -0.20
5. C -0.18
6. O -0.42
7. C -0.17
8. C -0.18